{
  "formula": "C40H39MoN4OPS2",
  "method": "ωB97M-V with the def2-TZVPD basis set",
  "species": ["Mo", "C", "C", "C", "C", "C", "O", "C", "N", "C", "C", "C", "C", "C", "C", "P", "C", "C", "C", "C", "C", "C", "C", "C", "C", "C", "C", "C", "H", "H", "H", "H", "H", "H", "H", "H", "H", "H", "H", "H", "H", "H", "H", "H", "H", "H", "H", "H", "H", "H", "H", "H", "S", "C", "C", "C", "C", "C", "N", "H", "H", "H", "H", "C", "N", "C", "C", "N", "C", "S", "H", "H", "H", "H", "H", "H", "C", "C", "C", "C", "C", "C", "C", "H", "H", "H", "H", "H"],
  "xyz": [[0.35318, -0.38725, -0.24741], [1.81208, -3.25555, 1.14309], [2.74728, -2.46575, 0.22919], [2.15508, -2.28445, -1.16711], [3.06338, -1.06265, 0.76229], [3.95978, -1.02585, 2.01269], [3.31578, -0.13025, 2.88459], [2.12208, 0.24465, 2.31969], [1.86628, -0.30855, 1.14559], [1.37588, 1.20255, 3.04329], [1.90098, 1.67435, 4.27179], [1.26798, 2.64515, 4.99779], [0.06548, 3.19045, 4.53919], [-0.48112, 2.72535, 3.36399], [0.15008, 1.74625, 2.59739], [-0.70492, 1.25205, 1.08389], [-0.95842, 2.88095, 0.33239], [-0.05082, 3.90935, 0.55719], [-0.25832, 5.14995, -0.01481], [-1.36442, 5.36645, -0.82011], [-2.22502, 4.32015, -1.11341], [-2.01892, 3.07575, -0.54851], [-2.30102, 0.90115, 1.89809], [-3.41972, 1.72265, 1.91779], [-4.52692, 1.36845, 2.67039], [-4.51202, 0.22305, 3.44509], [-3.37632, -0.57495, 3.46949], [-2.28222, -0.23845, 2.69779], [1.66128, -4.25715, 0.74279], [0.84508, -2.74605, 1.20989], [2.23298, -3.34565, 2.14259], [3.70238, -3.00525, 0.15289], [1.45198, -1.40485, -1.18791], [1.63168, -3.17775, -1.50931], [2.94178, -2.04955, -1.88701], [3.55978, -0.50575, -0.04941], [4.96628, -0.64815, 1.79739], [4.04678, -2.00595, 2.50019], [2.83228, 1.25135, 4.61019], [1.70068, 2.99325, 5.92509], [-0.43682, 3.95615, 5.10959], [-1.42062, 3.13455, 3.01379], [0.81278, 3.73375, 1.18359], [0.44438, 5.94955, 0.16909], [-1.54492, 6.34755, -1.23601], [-3.05282, 4.47625, -1.79091], [-2.66612, 2.23835, -0.78791], [-3.43762, 2.64605, 1.36009], [-5.40412, 1.99835, 2.65579], [-5.37532, -0.04345, 4.03969], [-3.34502, -1.45585, 4.09679], [-1.38672, -0.85055, 2.70029], [-0.01802, 1.41025, -2.30281], [-0.87972, 0.04955, -2.87371], [-1.64112, -0.00775, -4.04311], [-2.19442, -1.21495, -4.41121], [-1.92292, -2.34275, -3.63441], [-1.19392, -2.19445, -2.47441], [-0.71642, -1.01525, -2.06921], [-1.78252, 0.89025, -4.62161], [-2.81272, -1.28725, -5.29381], [-2.28992, -3.31525, -3.92211], [-0.99312, -3.04005, -1.82871], [5.55838, -0.25235, -2.47881], [4.49098, 0.20885, -3.31941], [4.32048, -0.05825, -4.65881], [3.12098, 0.44065, -5.03311], [2.55918, 1.01935, -3.92681], [3.39018, 0.87565, -2.86771], [3.15428, 1.44795, -1.32851], [6.51938, -0.09105, -2.96421], [5.43788, -1.31735, -2.25251], [5.50978, 0.31535, -1.54841], [5.06508, -0.57395, -5.23031], [2.63758, 0.44025, -5.98991], [1.61768, 1.39685, -3.80141], [-1.02052, -1.52475, 0.39359], [-2.16122, -2.28005, 0.30869], [-3.39622, -1.70495, -0.09961], [-4.48442, -2.49455, -0.37181], [-4.42162, -3.87755, -0.22291], [-3.24052, -4.46115, 0.21969], [-2.13332, -3.68995, 0.48069], [-3.44132, -0.63085, -0.22401], [-5.39962, -2.03905, -0.72671], [-5.28042, -4.48815, -0.45521], [-3.18662, -5.53485, 0.34999], [-1.20612, -4.15255, 0.79009]],
  "lowdin_charge": [0.916, -0.076, -0.363, -0.052, -0.328, -0.094, 0.001, -0.249, -0.055, -0.117, -0.005, -0.065, -0.047, -0.083, -0.265, 0.969, -0.411, -0.089, -0.076, -0.087, -0.085, -0.174, -0.346, -0.091, -0.080, -0.084, -0.066, -0.121, 0.080, 0.026, 0.073, 0.143, -0.014, 0.093, 0.082, 0.039, 0.133, 0.125, 0.115, 0.106, 0.107, 0.113, 0.109, 0.102, 0.099, 0.104, 0.107, 0.093, 0.101, 0.100, 0.106, 0.096, 0.655, -0.738, -0.099, -0.079, -0.070, -0.142, -0.151, 0.097, 0.101, 0.098, 0.106, -0.048, -0.136, -0.069, -0.078, 0.047, -0.804, 0.627, 0.093, 0.091, 0.051, 0.114, 0.113, 0.024, -0.202, -0.363, -0.039, -0.084, -0.091, -0.096, -0.053, 0.110, 0.102, 0.095, 0.100, 0.101],
  "total_energy_ev": -82934.1214,
  "de_lowest_kj_mol": 336.1,
  "homo_lumo_gap_ha": [0.190, 0.191],
  "multiplicity": 1,
  "total_charge": 0
}


{
  "formula": "C13H28FO5V",
  "method": "ωB97M-V with the def2-TZVPD basis set",
  "species": ["V", "C", "C", "O", "H", "H", "H", "H", "H", "C", "C", "O", "H", "H", "H", "H", "H", "F", "C", "C", "O", "C", "H", "H", "H", "H", "H", "H", "C", "C", "O", "C", "H", "H", "H", "H", "H", "H", "C", "C", "O", "C", "H", "H", "H", "H", "H", "H"],
  "xyz": [[0.58442, 0.67625, -0.25343], [-1.92720, -1.20562, 2.75597], [-0.62531, -0.42998, 2.72808], [-0.28750, -0.00225, 1.46676], [-1.86586, -2.20311, 2.30934], [-2.72622, -0.69990, 2.20405], [-2.30744, -1.29272, 3.77905], [0.18600, -1.01104, 3.19617], [-0.76531, 0.44203, 3.39449], [4.35483, 1.59262, -0.14116], [3.25090, 2.51888, 0.37957], [2.00475, 1.95615, 0.42432], [3.92277, 0.89100, -0.86241], [4.77828, 0.95026, 0.63402], [5.13046, 2.18987, -0.62098], [3.25807, 3.47485, -0.16768], [3.56404, 2.82695, 1.39835], [0.92945, 0.81929, -2.22360], [-2.75679, -2.07734, -1.53054], [-1.52201, -1.32001, -1.96941], [-0.83386, -0.77095, -1.13831], [-1.13133, -1.27361, -3.41704], [-3.60064, -1.39450, -1.67122], [-2.63918, -2.34120, -0.48482], [-2.93580, -2.92699, -2.18681], [-0.04462, -1.22967, -3.47929], [-1.46811, -0.31384, -3.82304], [-1.54782, -2.06832, -4.03052], [2.45414, -2.23047, 1.80469], [2.18153, -2.09096, 0.34008], [1.91920, -1.01414, -0.15168], [2.20619, -3.31516, -0.52958], [1.50370, -2.56826, 2.23491], [2.70317, -1.27867, 2.26609], [3.22102, -2.97693, 2.00119], [2.75310, -3.06278, -1.43863], [1.19213, -3.60527, -0.80575], [2.69707, -4.16254, -0.05404], [-2.45746, 3.58412, -1.42413], [-2.06797, 2.67170, -0.28364], [-1.06712, 2.00235, -0.29864], [-2.98368, 2.69097, 0.90809], [-2.08063, 4.57472, -1.15305], [-3.54211, 3.63286, -1.48830], [-2.02388, 3.28924, -2.37587], [-2.67625, 3.50232, 1.57502], [-2.86669, 1.78695, 1.51067], [-4.04442, 2.79286, 0.69267]],
  "lowdin_spin": [1.902, -0.001, 0.001, 0.013, 0.000, 0.000, 0.000, 0.002, 0.000, 0.002, -0.001, 0.014, 0.000, 0.000, 0.000, 0.000, -0.002, 0.012, 0.001, 0.005, 0.002, 0.001, 0.000, 0.000, 0.000, 0.000, 0.000, 0.000, 0.002, 0.008, 0.008, 0.001, 0.001, 0.000, 0.000, 0.000, 0.000, 0.000, 0.002, 0.010, 0.010, 0.002, 0.001, 0.000, 0.000, 0.001, 0.000, 0.000],
  "total_energy_ev": -52578.5443,
  "de_lowest_kj_mol": 49.7,
  "homo_lumo_gap_ha": [0.296, 0.303],
  "multiplicity": 3,
  "total_charge": 0,
  "s2": 2.013
}


{
  "formula": "C33H24As2Cl5NSr",
  "method": "ωB97M-V with the def2-TZVPD basis set",
  "species": ["Sr", "C", "C", "As", "C", "C", "C", "C", "C", "C", "C", "C", "C", "C", "C", "C", "As", "C", "C", "C", "C", "C", "C", "C", "C", "C", "C", "C", "C", "H", "H", "H", "H", "H", "H", "H", "H", "H", "H", "H", "H", "H", "H", "H", "H", "H", "H", "H", "H", "H", "H", "H", "H", "Cl", "C", "C", "C", "Cl", "C", "Cl", "C", "Cl", "C", "Cl", "N", "C"],
  "xyz": [[-1.10305, -1.28442, -0.07542], [0.77576, -0.71248, -1.17139], [2.02632, -1.11246, -0.32482], [1.07729, -1.98720, 1.16496], [0.11462, -0.28036, 1.37146], [1.17617, 0.75831, 1.95197], [0.67756, 2.01869, 1.98190], [-0.72174, 2.08574, 1.45124], [-1.55967, 1.12445, 2.19529], [-1.15238, -0.15097, 2.12509], [2.28102, -1.75886, 2.68474], [3.63617, -1.65385, 2.34791], [4.52597, -1.01203, 3.20146], [4.06018, -0.46018, 4.38466], [2.71584, -0.53727, 4.71750], [1.82440, -1.16630, 3.86302], [0.20568, 0.90474, -0.11111], [-1.56567, 0.85242, -1.08740], [-1.04621, 1.45891, -2.26294], [-1.62066, 2.56011, -2.88604], [-2.79284, 3.07324, -2.38376], [-3.38152, 2.47590, -1.27388], [-2.78442, 1.42439, -0.61775], [1.54083, 2.14525, -0.75993], [1.39212, 3.48804, -0.38290], [2.45406, 4.37022, -0.49563], [3.68351, 3.91468, -0.94996], [3.81685, 2.61733, -1.41228], [2.74020, 1.73770, -1.34857], [0.27335, -1.67178, -1.19367], [1.07234, -0.56004, -2.20458], [2.59083, -0.29905, 0.10934], [2.70780, -1.72539, -0.90854], [2.23924, 0.58790, 1.93506], [1.28894, 2.87094, 2.24057], [-1.15222, 3.06817, 1.30300], [-2.45435, 1.44672, 2.71308], [-1.45462, -0.91855, 2.82699], [3.95728, -1.97785, 1.36687], [5.56114, -0.88788, 2.91288], [4.74315, 0.07829, 5.02870], [2.34720, -0.04510, 5.60722], [0.76147, -1.11881, 4.05554], [-0.11758, 1.09003, -2.67055], [-1.12269, 3.02617, -3.72639], [-3.24837, 3.93824, -2.84855], [-4.31290, 2.87307, -0.88848], [-3.23356, 0.97584, 0.26082], [0.42637, 3.83750, -0.04945], [2.32505, 5.40213, -0.19906], [4.53122, 4.58676, -0.97786], [4.76042, 2.26639, -1.80701], [2.83130, 0.76069, -1.79141], [-4.15971, -1.15330, -2.61271], [-3.73931, -2.85981, -2.67009], [-2.68806, -3.25622, -1.86782], [-2.55218, -4.61960, -1.71565], [-1.49571, -5.14750, -0.41089], [-3.25984, -5.55206, -2.45848], [-2.95105, -7.24457, -2.28967], [-4.23143, -5.09923, -3.34809], [-5.10834, -6.22162, -4.32068], [-4.50878, -3.73548, -3.42155], [-5.79683, -3.16291, -4.42087], [-4.40697, -2.31448, 1.56665], [-3.41901, -2.13131, 0.97790]],
  "lowdin_charge": [1.111, -0.477, -0.389, 1.298, -0.832, -0.169, -0.118, -0.221, -0.069, -0.229, -0.379, -0.126, -0.073, -0.075, -0.068, -0.119, 1.172, -0.383, -0.145, -0.058, -0.054, -0.056, -0.117, -0.248, -0.090, -0.057, -0.066, -0.057, -0.076, -0.025, 0.096, 0.040, 0.094, 0.108, 0.127, 0.114, 0.138, 0.123, 0.096, 0.107, 0.108, 0.112, 0.108, 0.085, 0.113, 0.113, 0.117, 0.103, 0.107, 0.113, 0.111, 0.112, 0.098, 0.622, -0.723, -0.239, -0.735, 0.580, -0.717, 0.642, -0.715, 0.649, -0.716, 0.643, -0.124, -0.419],
  "total_energy_ev": -221212.3738,
  "de_lowest_kj_mol": 0.0,
  "homo_lumo_gap_ha": 0.210,
  "multiplicity": 1,
  "total_charge": 0
}


{
  "formula": "C4H13N2O",
  "method": "ωB97M-V with the def2-TZVPD basis set",
  "species": ["N", "C", "C", "C", "O", "C", "N", "H", "H", "H", "H", "H", "H", "H", "H", "H", "H", "H", "H", "H"],
  "xyz": [[0.70771, 1.84605, 0.62372], [0.24188, 0.34538, 0.66550], [-1.10208, 0.30031, -0.06637], [-1.65514, -1.10593, -0.14945], [-2.47990, -1.25773, -1.25555], [1.39581, -0.37516, -0.05763], [2.68376, 0.18904, 0.23133], [1.73651, 1.71038, 0.49107], [0.51481, 2.54596, 1.33332], [0.37770, 2.30538, -0.22660], [0.16143, 0.07917, 1.71699], [-0.97657, 0.70191, -1.07700], [-1.76567, 0.99896, 0.44818], [-2.16337, -1.38471, 0.77706], [-0.81878, -1.81740, -0.20105], [-3.09268, -1.98499, -1.26563], [1.21875, -1.42433, 0.22020], [1.17795, -0.39636, -1.12250], [3.07150, -0.09175, 1.12986], [3.37920, -0.10113, -0.44862]],
  "nbo_charge": [-0.728, -0.011, -0.438, -0.050, -0.721, -0.268, -0.858, 0.461, 0.441, 0.427, 0.227, 0.225, 0.225, 0.181, 0.151, 0.499, 0.217, 0.223, 0.390, 0.408],
  "total_energy_ev": -9379.8326,
  "de_lowest_kj_mol": 169.0,
  "smiles": "NC[C@@H]([NH3+])CCO",
  "homo_lumo_gap_ha": 0.389,
  "multiplicity": 1,
  "total_charge": 1
}